Density functional theory data (ωB97M-V/def2-TZVPD) for a cluster of 2 separate species, C9H26Br2NOPSSi2 in total.

```
43
Properties=species:S:1:pos:R:3:forces:R:3:mulliken_charge:R:1
C -1.006 -1.310 4.130 0.000 0.064 -0.013 -1.455
C 0.368 -0.683 3.954 0.104 -0.029 -0.077 0.015
Br 0.286 0.788 2.699 -0.066 0.042 0.206 -0.021
C 1.478 -1.619 3.390 -0.062 0.118 -0.066 -0.268
Br 0.957 -3.387 2.857 -0.033 -0.045 0.058 0.067
S 2.886 -1.703 4.606 0.002 0.079 0.006 0.025
P 1.866 -2.262 6.499 0.066 0.013 -0.046 0.464
O 1.705 -1.068 7.323 -0.054 -0.152 -0.041 -0.477
H -1.647 -0.598 4.648 0.018 -0.009 -0.042 0.415
H -1.455 -1.533 3.163 0.032 -0.034 0.023 0.422
H -0.968 -2.231 4.717 -0.008 0.031 0.008 0.362
H 0.697 -0.240 4.898 0.033 -0.070 -0.016 0.321
H 1.957 -1.159 2.528 -0.026 -0.082 -0.015 0.467
H 3.381 -2.914 4.273 -0.031 0.030 -0.012 0.300
H 2.752 -3.278 6.883 0.008 0.022 0.074 0.182
H 0.747 -2.912 5.962 -0.009 0.002 0.016 0.149
C 0.449 -1.011 -5.105 -0.007 0.009 0.010 -1.025
Si -0.557 0.144 -3.991 0.020 -0.080 -0.119 0.099
C -2.138 -0.836 -3.572 0.027 0.001 -0.010 -1.049
C -1.153 1.543 -5.132 0.021 -0.028 0.009 -1.047
N 0.333 0.630 -2.678 -0.155 0.036 0.027 0.012
Si -0.014 1.609 -1.404 0.068 0.058 0.127 0.148
C -1.473 1.020 -0.309 0.183 -0.125 0.109 -1.049
C -0.408 3.432 -1.769 0.005 -0.036 -0.017 -1.057
C 1.489 1.706 -0.225 -0.018 0.033 -0.005 -0.839
H -0.115 -1.348 -5.979 -0.010 0.002 -0.002 0.275
H 1.350 -0.501 -5.456 0.005 -0.013 0.009 0.262
H 0.766 -1.895 -4.542 0.014 0.004 -0.003 0.251
H -2.581 -1.298 -4.460 -0.004 0.004 -0.009 0.347
H -2.899 -0.193 -3.119 0.025 0.001 0.026 0.291
H -1.905 -1.631 -2.857 -0.017 -0.004 -0.004 0.255
H -0.316 2.204 -5.376 -0.016 0.005 -0.009 0.270
H -1.926 2.150 -4.653 0.026 0.006 0.024 0.289
H -1.566 1.159 -6.070 -0.009 -0.006 -0.001 0.339
H -2.434 1.187 -0.801 0.010 0.007 -0.013 0.349
H -1.504 1.494 0.678 -0.132 0.168 -0.087 0.346
H -1.368 -0.058 -0.139 -0.045 -0.012 -0.051 0.189
H 0.347 3.842 -2.445 -0.016 0.017 0.004 0.278
H -0.427 4.050 -0.865 -0.006 -0.014 0.019 0.316
H -1.381 3.533 -2.260 0.020 -0.012 -0.027 0.295
H 2.351 2.094 -0.774 -0.014 -0.026 -0.036 0.271
H 1.751 0.708 0.141 0.041 0.024 -0.037 -0.003
H 1.326 2.373 0.632 0.009 0.000 0.003 0.218
```
Forces are in eV/Å.

The value obtained for the HOMO energy is -5.625 eV. The total energy is -6954.97214 a.u. As for the LUMO energy: -2.624 eV.